[1]
Formula: C37H31N3O4P2S4W
Source: the OMol25 dataset
Level of theory: wB97M-V/def2-TZVPD

Geometry as XYZ:
```
82
C37H31N3O4P2S4W, DFT wB97M-V/def2-TZVPD
W 0.8489 2.0363 0.0609
S -1.1903 2.9595 -1.2621
P -1.7363 1.0131 -1.0500
C -0.2919 0.3320 -0.4756
P 0.2148 -1.3462 -0.3671
S 1.9733 -1.6393 0.4604
C 0.1476 -2.0823 -2.0335
C 0.4150 -1.3008 -3.1517
C 0.4044 -1.8566 -4.4241
C 0.1292 -3.2053 -4.5880
C -0.1131 -4.0018 -3.4754
C -0.0983 -3.4444 -2.2063
C -1.0677 -2.2739 0.5518
C -2.2965 -2.5672 -0.0356
C -3.3055 -3.1837 0.6878
C -3.0938 -3.5127 2.0209
C -1.8700 -3.2347 2.6135
C -0.8577 -2.6238 1.8812
C -2.5064 0.4757 -2.6014
C -2.1155 1.0708 -3.7985
C -2.6614 0.6480 -5.0010
C -3.5933 -0.3797 -5.0179
C -3.9969 -0.9711 -3.8289
C -3.4623 -0.5381 -2.6242
C -3.1045 0.9481 0.1430
C -4.3325 1.5383 -0.1722
C -5.3728 1.5190 0.7392
C -5.1986 0.9049 1.9771
C -3.9836 0.3257 2.2996
C -2.9365 0.3493 1.3837
H 0.6339 -0.2490 -3.0168
H 0.6023 -1.2335 -5.2873
H 0.1090 -3.6388 -5.5800
H -0.3120 -5.0588 -3.5970
H -0.2732 -4.0750 -1.3429
H -2.4591 -2.3291 -1.0798
H -4.2541 -3.4066 0.2158
H -3.8775 -3.9944 2.5921
H -1.6975 -3.5029 3.6484
H 0.1048 -2.4115 2.3314
H -1.3874 1.8726 -3.7815
H -2.3564 1.1210 -5.9258
H -4.0157 -0.7126 -5.9574
H -4.7348 -1.7626 -3.8365
H -3.8131 -0.9756 -1.6980
H -4.4723 2.0211 -1.1331
H -6.3180 1.9843 0.4913
H -6.0150 0.8833 2.6879
H -3.8435 -0.1538 3.2597
H -1.9852 -0.0999 1.6366
N 5.5302 -1.5662 5.7776
C 5.0825 -0.6530 4.8414
C 5.9630 -0.1108 3.9045
C 5.5208 0.8290 2.9926
C 4.1943 1.2392 3.0102
C 3.3071 0.7125 3.9453
C 3.7498 -0.2260 4.8520
S 3.6509 2.4055 1.8394
O 2.6726 3.2308 2.5023
O 4.8041 3.0032 1.2278
N 2.8259 1.4924 0.7342
C 3.3178 1.3651 -0.5609
S 4.8827 1.0709 -1.1821
C 4.2298 1.1003 -2.7773
C 2.9011 1.3247 -2.7486
N 2.3872 1.4585 -1.4822
H 6.4009 -2.0310 5.5897
H 4.8422 -2.1369 6.2365
H 6.9992 -0.4274 3.8959
H 6.2019 1.2547 2.2685
H 2.2766 1.0424 3.9662
H 3.0638 -0.6353 5.5841
H 4.8567 0.9641 -3.6415
H 2.2475 1.3929 -3.6038
C 0.3465 5.2905 1.0090
C 0.8549 4.0683 0.3702
O 1.8349 3.9729 -0.3743
H 0.6543 6.1818 0.4638
H 0.7988 5.3011 2.0062
H -0.7349 5.2414 1.1160
O -0.3288 1.7502 2.9804
C 0.0827 1.8570 1.9245
```

Relative energy (zero: lowest compared OMol25 entry of this formula, charge and spin): 0.0 kcal per mole
Multiplicity: 3
Expectation value of S²: 2.0163
HOMO-LUMO gap (alpha / beta): 7.5 / 6.8 eV

Atom charges from the Löwdin analysis, given in e for atoms 1 to 2: 1.262 0.409

[2]
Formula: C30H40Cl3NO2SeV
Source: the OMol25 dataset
Level of theory: wB97M-V/def2-TZVPD

Geometry as XYZ:
```
78
C30H40Cl3NO2SeV, DFT wB97M-V/def2-TZVPD
V -2.7402 -0.4634 -1.6103
C 3.5482 -4.1490 -0.1473
C 3.6548 -2.6266 -0.3800
C 3.8757 -1.9133 0.9675
C 4.8439 -2.3457 -1.3022
C 2.3487 -2.1412 -0.9744
C 1.1493 -2.3206 -0.2332
C 0.0016 -1.8312 -0.7533
Se -1.7088 -1.9218 0.1794
C -1.4137 -0.3270 1.2698
C -0.6744 -0.3418 2.4064
C -0.5000 0.8817 3.0972
C -1.1408 2.0171 2.6004
C -1.9402 2.0606 1.4615
C -2.0658 0.8298 0.8021
O -2.7555 0.5916 -0.3694
C -2.5577 3.3922 1.0261
C -1.4257 4.4050 0.7747
C -3.4070 3.2825 -0.2406
C -3.4655 3.8790 2.1770
C 0.3509 0.9801 4.3469
C -0.5239 1.4728 5.5162
C 0.9829 -0.3641 4.7198
C 1.4768 2.0010 4.0738
C -0.0566 -1.2312 -2.0318
O -1.3402 -0.8362 -2.3529
C 1.0936 -1.0347 -2.8004
C 2.2688 -1.5144 -2.2130
C 1.1696 -0.3249 -4.1555
C -0.1878 0.1593 -4.6657
C 1.7394 -1.3357 -5.1756
C 2.1079 0.8886 -4.0243
H 4.4964 -4.5137 0.2495
H 3.3467 -4.6767 -1.0824
H 2.7676 -4.4084 0.5734
H 4.8197 -2.2469 1.4005
H 3.0846 -2.1398 1.6896
H 3.9276 -0.8287 0.8358
H 5.7508 -2.7182 -0.8296
H 4.9882 -1.2757 -1.4730
H 4.7441 -2.8571 -2.2627
H 1.1545 -2.8533 0.7100
H -0.2510 -1.2618 2.7885
H -1.0082 2.9434 3.1405
H -0.7706 4.0760 -0.0371
H -0.8120 4.5714 1.6616
H -1.8594 5.3653 0.4910
H -2.8186 2.9800 -1.1085
H -3.8024 4.2703 -0.4721
H -4.2652 2.6193 -0.1123
H -2.9017 4.0702 3.0915
H -4.2499 3.1516 2.4005
H -3.9439 4.8148 1.8831
H -1.3854 0.8203 5.6755
H -0.8904 2.4889 5.3540
H 0.0703 1.4809 6.4303
H 0.2308 -1.1220 4.9629
H 1.5961 -0.2314 5.6098
H 1.6381 -0.7392 3.9258
H 1.0879 3.0072 3.9031
H 2.0759 1.7077 3.2078
H 2.1325 2.0444 4.9437
H 3.1838 -1.3802 -2.7687
H -0.8864 -0.6618 -4.8372
H -0.0362 0.6502 -5.6253
H -0.6328 0.9073 -4.0079
H 1.1106 -2.2270 -5.2469
H 2.7532 -1.6481 -4.9205
H 1.7758 -0.8667 -6.1603
H 1.7251 1.6105 -3.2968
H 2.1825 1.3905 -4.9904
H 3.1176 0.6043 -3.7242
Cl -7.1288 -2.9100 -3.8895
C -6.3298 -3.0774 -2.3807
Cl -7.3750 -2.7810 -1.0081
Cl -5.4619 -4.6168 -2.2291
C -5.2457 -2.0740 -2.2618
N -4.4133 -1.2767 -2.1923
```

HOMO-LUMO gap (alpha / beta): 4.7 / 4.7 eV
Charge: +3

Atom charges from the Löwdin analysis, given in e for atoms 1 to 2: 1.064 -0.015

[3]
Formula: C2H6NO2P
Source: the OMol25 dataset
Level of theory: wB97M-V/def2-TZVPD

Geometry as XYZ:
```
12
C2H6NO2P, DFT wB97M-V/def2-TZVPD
C -1.1511 -0.1642 -0.9973
C -0.3984 1.0365 -0.6586
N 0.9462 -1.5192 0.5274
O -1.2592 -1.1845 -1.5902
O -1.7722 0.7125 -0.3036
P 0.9948 1.1066 0.6769
H -0.4936 1.7868 -1.4972
H 1.5950 -2.3066 0.8642
H 0.6428 -1.6794 -0.5114
H 0.0043 -1.5314 1.0262
H -0.0052 1.1899 1.7296
H 0.8965 2.5530 0.7341
```

Relative energy (zero: lowest compared OMol25 entry of this formula, charge and spin): 100.7 kcal per mole
Multiplicity: 3
Expectation value of S²: 2.0054
HOMO-LUMO gap (alpha / beta): 5.2 / 7.0 eV

Atom charges from the Löwdin analysis, given in e for atoms 1 to 2: -0.612 -0.408

[4]
Formula: C22H19N3O3S
Source: the OMol25 dataset
Level of theory: wB97M-V/def2-TZVPD

Geometry as XYZ:
```
48
C22H19N3O3S, DFT wB97M-V/def2-TZVPD
C 0.6316 -1.5131 3.4656
H 0.1539 -2.3769 3.9237
H 0.2488 -0.6151 3.9440
H 1.7027 -1.5703 3.6424
C 0.3457 -1.4759 1.9633
C -1.1311 -1.3939 1.7091
C -1.7626 -0.1591 1.6912
C -3.1341 -0.0648 1.4804
C -3.8858 -1.2290 1.3406
C -3.2613 -2.4612 1.3737
C -1.8909 -2.5456 1.5449
H -1.4082 -3.5119 1.5612
H -3.8485 -3.3607 1.2607
H -4.9551 -1.1615 1.2007
N -3.7982 1.1679 1.4426
C -3.3659 2.3848 1.0020
O -4.0357 3.3807 1.1888
C -2.0779 2.4053 0.2524
C -1.1028 3.3346 0.5930
C 0.1034 3.3546 -0.0811
C 0.3390 2.4716 -1.1252
C -0.6620 1.5840 -1.5027
C -1.8597 1.5430 -0.8173
H -2.6269 0.8426 -1.1132
H -0.4987 0.9147 -2.3356
C 1.6624 2.4694 -1.8412
N 2.1530 1.1092 -2.0454
C 2.2909 0.6701 -3.3489
O 2.0441 1.3581 -4.3118
N 2.7390 -0.6230 -3.4992
C 3.0358 -1.4387 -2.4428
C 2.8761 -0.9608 -1.1576
C 2.4084 0.3745 -0.8833
O 2.2414 0.8601 0.2139
S 3.3100 -2.1494 0.0185
C 3.6955 -3.2639 -1.2272
C 3.5078 -2.7690 -2.4813
H 3.6953 -3.3175 -3.3858
H 4.0466 -4.2420 -0.9640
H 2.8492 -0.9492 -4.4491
H 2.4032 3.0187 -1.2542
H 1.5698 2.9209 -2.8329
H 0.8713 4.0547 0.2115
H -1.2909 4.0205 1.4052
H -4.7485 1.1708 1.7945
H -1.1757 0.7325 1.8455
H 0.8480 -0.6103 1.5281
H 0.7478 -2.3805 1.5020
```

Relative energy (zero: lowest compared OMol25 entry of this formula, charge and spin): 0.0 kcal per mole
HOMO-LUMO gap: 8.5 eV
SMILES string: CCc1cccc(NC(=O)c2ccc(Cn3c(=O)[nH]c4ccsc4c3=O)cc2)c1

Atom charges from the Löwdin analysis, given in e for atoms 1 to 2: -0.081 0.075

| no. | strongest force on any atom (eV/A) | E_tot (Eh) |
| --- | --- | --- |
| 1 | 1.11 | -4236.3914 |
| 2 | 2.05 | -6097.2692 |
| 3 | 4.49 | -626.1106 |
| 4 | 1.01 | -1638.0238 |